Entry 1:
{
  "formula": "C6H6O",
  "method": "ωB97M-V/def2-TZVPD",
  "fmax_ha_per_bohr": 0.0190,
  "multiplicity": 1,
  "e_above_lowest_kcal_mol": 152.24,
  "energy_ha": -307.2208,
  "symbols": ["C", "C", "C", "C", "C", "O", "C", "H", "H", "H", "H", "H", "H"],
  "coordinates": [[-2.3383, -1.5816, 0.8277], [-1.3869, -0.7881, 0.6680], [-0.3855, -0.1445, -0.1899], [0.6437, -0.5231, -0.9672], [1.6825, 0.5662, -0.9058], [1.1024, 1.5774, -0.0317], [-0.0822, 1.1342, 0.3893], [-3.0008, -1.9947, 1.5677], [0.7898, -1.4803, -1.4477], [2.6339, 0.2516, -0.4573], [1.8851, 1.0526, -1.8681], [-0.7703, 1.8850, 0.7572], [-0.7734, 0.0453, 1.6579]],
  "forces_ev_per_a": [[-0.11, -0.10, 0.28], [0.65, 0.70, 0.21], [0.01, 0.12, 0.32], [-0.11, -0.05, 0.03], [-0.07, 0.09, -0.02], [0.31, 0.07, -0.28], [-0.12, -0.03, -0.05], [0.03, -0.01, -0.22], [0.03, 0.10, 0.11], [-0.13, -0.04, -0.13], [0.01, -0.06, 0.15], [0.02, -0.12, -0.06], [-0.54, -0.67, -0.34]]
}

Entry 2:
{
  "formula": "C3HN3O2",
  "method": "ωB97M-V/def2-TZVPD",
  "fmax_ha_per_bohr": 0.0192,
  "multiplicity": 1,
  "smiles": "N#CN=C=O.N=C=O",
  "e_above_lowest_kcal_mol": 0.49,
  "energy_ha": -429.6517,
  "symbols": ["N", "C", "N", "C", "O", "N", "C", "O", "H"],
  "coordinates": [[0.6690, -0.3513, -2.1729], [1.1133, 0.2413, -1.2929], [1.6100, 0.9356, -0.3204], [2.0573, 1.9693, 0.0854], [2.5711, 2.8467, 0.6164], [-1.4663, 0.0977, 0.1266], [-1.0240, 0.5044, 1.1612], [-0.6843, 1.0245, 2.1521], [-1.4181, -0.7007, -0.5007]],
  "forces_ev_per_a": [[-0.06, -0.31, -0.03], [-0.19, 0.06, -0.97], [-0.08, -0.32, 0.54], [0.40, -0.27, 0.19], [0.08, 0.82, 0.16], [-0.18, -0.26, -0.32], [-0.27, -0.18, -0.05], [0.12, -0.09, -0.14], [0.18, 0.54, 0.62]]
}

Entry 3:
{
  "formula": "C11H34N2O5",
  "method": "ωB97M-V/def2-TZVPD",
  "fmax_ha_per_bohr": 0.1802,
  "multiplicity": 1,
  "e_above_lowest_kcal_mol": 230.54,
  "energy_ha": -924.7616,
  "symbols": ["C", "O", "H", "H", "H", "H", "C", "O", "H", "H", "H", "H", "C", "O", "H", "H", "H", "H", "C", "C", "C", "O", "C", "N", "H", "H", "H", "H", "H", "H", "H", "H", "H", "H", "H", "C", "C", "C", "O", "C", "N", "H", "H", "H", "H", "H", "H", "H", "H", "H", "H", "H"],
  "coordinates": [[-3.2933, 2.6879, 0.0856], [-4.0309, 3.7571, -0.5033], [-2.3094, 3.0003, 0.4357], [-3.8109, 2.2371, 0.9323], [-3.1572, 1.9631, -0.7171], [-4.0935, 3.5427, -1.4370], [-0.2689, 1.6823, -0.5899], [-1.1833, 1.3948, -1.6446], [-0.7726, 2.3733, 0.0860], [0.0415, 0.7339, -0.1514], [0.6138, 2.0826, -1.0885], [-1.0977, 0.5492, -2.0909], [-2.9015, 0.3571, -2.3230], [-2.8459, 1.7602, -2.6198], [-3.6671, 0.3014, -1.5491], [-3.3839, -0.2240, -3.1089], [-1.9710, -0.1713, -2.1152], [-2.1056, 2.0311, -2.0719], [0.6210, -2.5308, -1.7544], [-0.1689, -1.2278, -1.8658], [-1.1305, -0.8109, -0.6569], [-2.2582, -1.6970, -0.5533], [-3.0861, -1.3898, 0.5869], [0.7768, -0.1628, -2.1413], [0.1172, -3.3840, -2.2088], [0.9036, -2.7694, -0.7291], [1.6088, -2.4592, -2.2097], [-0.8138, -1.3967, -2.7282], [-1.3066, 0.2634, -0.7116], [-0.6079, -1.0932, 0.2571], [-3.4322, -0.3562, 0.5870], [-2.6130, -1.6958, 1.5199], [-3.9757, -1.9989, 0.4267], [1.6482, -0.1532, -1.6307], [1.0882, -0.2386, -3.0991], [1.0126, -0.2804, 1.1498], [2.2656, 0.2481, 1.8979], [3.1595, -0.9329, 2.4722], [4.0618, -0.3108, 3.4242], [5.2095, -1.0241, 3.8339], [3.0134, 0.9499, 0.8249], [0.4474, 0.5562, 0.7390], [0.4203, -0.8244, 1.8855], [1.2667, -0.9786, 0.3522], [1.9214, 1.0212, 2.5848], [3.7224, -1.5450, 1.7676], [2.5123, -1.5735, 3.0712], [5.8127, -1.4986, 3.0599], [4.9648, -1.8664, 4.4811], [5.9118, -0.4055, 4.3926], [3.8564, 1.2514, 1.2923], [3.3079, 0.2556, 0.1531]],
  "forces_ev_per_a": [[-0.30, -0.08, -0.52], [0.13, 0.02, 0.59], [-0.28, 0.43, 0.08], [-0.27, 0.14, 0.03], [-0.09, -0.07, 0.98], [-0.02, -0.02, -0.20], [1.07, 1.11, -2.35], [7.34, 3.72, 4.25], [0.46, -0.26, 0.00], [-1.20, 2.22, -2.20], [0.17, 0.45, 0.68], [2.02, 1.83, -0.56], [-3.73, 0.20, -1.88], [-5.19, -1.01, -4.36], [0.60, -0.82, 0.79], [-0.02, 0.39, -0.65], [-3.07, -0.71, -0.94], [-0.40, 1.36, -0.58], [0.10, -0.85, 0.80], [0.26, -1.09, 0.76], [1.11, -4.03, 1.84], [-0.42, 0.55, -0.30], [-0.02, -0.73, -1.28], [0.48, 0.66, -1.44], [-0.08, -0.04, 0.27], [-0.46, -0.21, 0.28], [-0.20, 0.28, -0.54], [0.06, 0.43, -0.27], [-1.42, -2.75, 1.52], [0.02, 0.39, -0.34], [0.35, 0.21, 0.15], [0.16, 0.24, 0.11], [0.01, -0.07, 0.22], [-0.25, -0.37, 0.60], [-0.15, 0.05, -0.26], [1.62, -0.57, 2.76], [0.39, -1.45, -2.75], [-0.75, 1.67, 2.22], [0.45, 0.27, -0.71], [0.03, -0.85, 0.24], [0.10, 0.36, 0.97], [1.66, -1.23, 2.99], [-0.30, -0.13, -0.10], [0.31, 0.10, 0.12], [0.47, -0.48, 0.61], [-0.18, 0.30, -0.53], [-0.15, -0.45, -0.12], [-0.21, 0.27, -0.77], [-0.36, -0.07, 0.31], [-0.44, 0.46, -0.06], [0.48, 0.41, -0.29], [0.12, -0.16, -0.19]]
}

Entry 4:
{
  "formula": "C31H51ClP2Yb",
  "method": "ωB97M-V/def2-TZVPD",
  "fmax_ha_per_bohr": 0.1897,
  "multiplicity": 2,
  "total_charge": 1,
  "energy_ha": -3512.9502,
  "symbols": ["Yb", "C", "C", "C", "C", "C", "C", "H", "H", "H", "C", "H", "H", "H", "C", "H", "H", "H", "C", "H", "H", "H", "C", "H", "H", "H", "C", "C", "C", "C", "C", "C", "C", "C", "H", "H", "H", "H", "H", "H", "H", "H", "H", "H", "H", "H", "P", "C", "H", "H", "H", "C", "H", "H", "H", "C", "H", "H", "H", "P", "C", "H", "H", "H", "C", "H", "H", "H", "C", "H", "H", "H", "Cl", "C", "C", "C", "C", "C", "C", "C", "H", "H", "H", "H", "H", "H"],
  "coordinates": [[-0.7706, -2.6553, -0.0462], [-0.5368, -0.8111, 2.7578], [-0.0366, -2.1079, 2.4905], [1.5399, -0.5802, 1.7998], [0.4743, 0.1238, 2.4091], [1.2285, -1.9633, 1.8447], [-1.8620, -0.4768, 3.3309], [-2.6384, -1.1862, 3.0010], [-2.1780, 0.5283, 3.0101], [-1.8609, -0.4810, 4.4358], [0.5002, 1.5548, 2.7686], [-0.5043, 1.9901, 2.8427], [1.0658, 2.1459, 2.0423], [0.9922, 1.6950, 3.7463], [2.8079, 0.0367, 1.3423], [3.4927, 0.2080, 2.1894], [2.6322, 1.0092, 0.8623], [3.3334, -0.5968, 0.6185], [2.0104, -3.0606, 1.2065], [2.3872, -3.7846, 1.9514], [2.8895, -2.6585, 0.6830], [1.4508, -3.6769, 0.4519], [-0.8523, -3.3672, 2.5191], [-1.1115, -3.7120, 3.5301], [-0.3212, -4.2179, 2.0536], [-1.8467, -3.2187, 2.0166], [-2.2129, -1.7016, -1.4894], [-2.9321, -2.2499, -0.4581], [-3.5015, -3.6408, -0.5327], [-2.5317, -4.8884, -0.4995], [-1.0621, -4.6956, -0.7837], [-0.6098, -4.0291, -1.8806], [-1.5121, -3.6677, -3.0313], [-2.2463, -2.2839, -2.8800], [-4.1461, -3.7359, -1.4259], [-2.9423, -5.6204, -1.2242], [-4.1886, -3.7518, 0.3239], [-3.2961, -2.4217, -3.2156], [-1.7103, -0.7120, -1.4088], [-3.3818, -1.5903, 0.3220], [-1.7835, -1.5710, -3.5930], [-0.9045, -3.6435, -3.9579], [0.4699, -3.8455, -2.0525], [-2.2621, -4.4674, -3.1724], [-2.6341, -5.3713, 0.4888], [-0.3816, -5.2723, -0.1354], [-2.0626, 2.1907, -0.0982], [-2.4133, 3.7204, 0.8777], [-3.2899, 4.1826, 0.4079], [-1.5550, 4.4013, 0.8327], [-2.6302, 3.4584, 1.9201], [-1.9084, 3.0816, -1.7066], [-2.6018, 3.9340, -1.6960], [-2.1448, 2.4144, -2.5432], [-0.8785, 3.4481, -1.7990], [-3.8096, 1.6219, -0.2393], [-3.9294, 0.9238, -1.0770], [-4.4547, 2.4985, -0.3881], [-4.0963, 1.1172, 0.6936], [2.1020, -0.0279, -2.7605], [3.0430, -1.6110, -2.6168], [3.5835, -1.8366, -3.5476], [2.3220, -2.4232, -2.4126], [3.7425, -1.5663, -1.7671], [1.1329, -0.4717, -4.2611], [0.7353, -1.4938, -4.1490], [1.7576, -0.4014, -5.1637], [0.2763, 0.2148, -4.3284], [3.3183, 1.2168, -3.2949], [3.6920, 1.0043, -4.3057], [4.1293, 1.2330, -2.5523], [2.8034, 2.1893, -3.2554], [0.9337, 5.1510, 1.8989], [2.1859, 5.2592, 0.7360], [2.9990, 6.3796, 0.7078], [4.0645, 6.4596, -0.2072], [4.3180, 5.3899, -1.0749], [3.5234, 4.2575, -1.0554], [2.3855, 4.1567, -0.1795], [1.5353, 3.0608, -0.2103], [2.8041, 7.1962, 1.3974], [4.6880, 7.3497, -0.2326], [5.1525, 5.4495, -1.7768], [3.7351, 3.4155, -1.7204], [1.7586, 2.2201, -0.8633], [0.5503, 3.1076, 0.2474]],
  "forces_ev_per_a": [[5.90, 4.21, 6.52], [0.80, 0.34, -0.29], [-0.53, -0.10, -1.14], [-0.64, -0.58, 0.11], [-0.50, -1.16, -0.12], [-0.26, 0.32, -0.69], [-0.49, 0.22, 0.44], [0.07, 0.13, 0.15], [0.03, -0.29, 0.12], [-0.10, -0.01, -0.34], [0.05, 0.61, 0.21], [0.15, -0.06, -0.01], [-0.09, -0.09, 0.19], [-0.16, 0.04, -0.22], [0.51, 0.25, -0.06], [-0.10, -0.01, -0.26], [0.08, -0.24, 0.14], [0.00, 0.10, 0.08], [0.60, -0.29, 0.36], [-0.15, 0.04, -0.40], [-0.30, -0.18, 0.06], [0.18, -0.02, 0.07], [0.03, -0.06, 0.47], [-0.06, 0.03, -0.26], [-0.14, 0.10, 0.03], [-0.01, -0.33, 0.15], [-2.65, 1.00, -0.89], [-2.43, 1.74, -1.47], [-0.92, -0.37, 0.10], [-0.55, -0.60, 0.25], [0.08, -2.77, -2.07], [0.13, -2.09, -1.14], [-0.31, 0.32, -0.56], [0.58, -0.42, -0.90], [0.35, 0.15, 0.18], [0.25, 0.30, 0.29], [0.31, -0.04, -0.39], [0.51, 0.19, 0.36], [-0.64, -0.27, 0.26], [1.20, -0.43, -0.09], [-0.27, -0.30, 0.55], [-0.31, -0.06, 0.53], [-0.41, -0.39, 0.29], [0.34, 0.32, 0.16], [0.12, 0.24, -0.45], [-0.03, 0.68, -0.13], [-0.02, 0.17, -0.12], [0.09, -0.36, 0.14], [0.17, 0.13, 0.28], [-0.23, -0.14, 0.10], [0.05, 0.22, -0.16], [-0.03, -0.09, 0.06], [0.17, -0.19, -0.26], [0.12, 0.17, 0.05], [-0.24, -0.04, -0.12], [-0.07, 0.06, 0.06], [-0.03, 0.11, 0.15], [-0.06, -0.35, -0.05], [-0.03, 0.11, -0.22], [-0.81, -0.81, 1.03], [0.29, 0.13, -0.02], [-0.02, -0.10, 0.30], [0.28, 0.30, -0.11], [-0.17, -0.04, -0.36], [-0.02, 0.43, -0.17], [0.22, 0.29, -0.06], [-0.35, -0.15, 0.08], [0.27, -0.17, -0.25], [-0.12, -0.07, -0.18], [0.12, 0.22, 0.28], [-0.14, -0.01, -0.32], [0.28, -0.27, -0.23], [-0.35, 0.12, 0.33], [0.77, -0.23, -0.99], [0.17, -0.12, -0.26], [-0.40, -0.20, 0.18], [0.06, -0.12, -0.07], [-0.29, 0.10, 0.36], [0.63, 0.77, 0.28], [-0.39, -0.02, -0.55], [0.05, -0.15, -0.09], [-0.12, -0.18, 0.02], [-0.24, -0.02, 0.24], [-0.09, 0.39, 0.25], [-0.13, 0.12, 0.13], [0.41, -0.19, 0.07]]
}